# C15H30NO10S2

A structure of composition C15H30NO10S2 (wB97M-V/def2-TZVPD, the Open Molecules 2025 dataset).

Cartesian coordinates (Å):
C: 2.543 -0.171 2.098
C: 2.721 1.270 1.688
O: 3.765 1.675 1.170
O: 1.674 2.116 1.813
C: 0.785 1.863 2.934
C: -0.201 3.016 3.052
C: -1.629 2.642 2.660
C: -1.856 2.413 1.169
C: -1.227 1.181 0.515
S: -1.762 -0.423 1.068
O: -3.193 -0.509 0.841
O: -0.978 -1.355 0.271
N: -1.335 -0.437 2.607
S: -1.188 -1.865 3.318
O: 0.203 -2.203 3.510
O: -2.077 -2.895 2.859
H: 3.523 -0.626 2.059
H: 2.094 -0.286 3.075
H: 1.912 -0.677 1.371
H: 0.252 0.942 2.734
H: 1.355 1.702 3.843
H: -0.204 3.335 4.093
H: 0.170 3.869 2.489
H: -2.272 3.478 2.938
H: -1.938 1.803 3.271
H: -2.922 2.375 0.962
H: -1.466 3.278 0.632
H: -1.512 1.171 -0.532
H: -0.145 1.174 0.544
H: -1.626 -1.517 4.549
O: 7.674 0.514 0.543
C: 7.098 0.166 -0.447
O: 7.573 -0.915 -1.113
C: 6.879 -1.514 -2.204
C: 7.174 -0.819 -3.518
C: 5.918 0.923 -1.005
H: 5.810 -1.568 -1.998
H: 7.244 -2.539 -2.240
H: 6.837 0.217 -3.507
H: 6.679 -1.335 -4.341
H: 8.248 -0.813 -3.704
H: 6.292 1.768 -1.583
H: 5.311 1.294 -0.177
H: 5.266 0.322 -1.636
O: -7.787 -0.812 -4.808
C: -7.249 -1.239 -3.821
O: -6.749 -0.379 -2.929
C: -6.234 -0.793 -1.648
C: -4.797 -1.252 -1.714
C: -7.072 -2.725 -3.603
H: -6.889 -1.545 -1.206
H: -6.307 0.094 -1.021
H: -4.684 -2.130 -2.354
H: -4.430 -1.495 -0.721
H: -4.168 -0.465 -2.127
H: -6.197 -3.054 -4.161
H: -7.951 -3.231 -3.996
H: -6.957 -3.014 -2.562

E_HOMO = -6.17 eV
total charge = -1
HOMO-LUMO gap = 8.705 eV
maximum force = 2.2 eV/A

Results of the Löwdin charge analysis, in e, for atoms 1 through 8: 0.026, -0.479, 0.055, -0.015, -0.178, -0.158, -0.214, -0.204